Record 1
Below is a structure of composition C3H8NO in a non-equilibrium geometry, with properties calculated with ωB97M-V/def2-TZVPD.

HOMO: -2.2 eV
2S+1: 1
Relative energy (zero: lowest compared OMol25 entry of this formula, charge and spin): 479.2 kJ/mol
LUMO level: 0.17473 Eh
Total charge: -1

Structure (XYZ):
```
13
Properties=species:S:1:pos:R:3:forces:R:3
C 0.7540 -0.3118 -0.2971 -0.258 2.009 -1.108
N 2.1852 -0.6695 0.0401 -0.127 -1.360 -0.408
C 0.2128 1.0026 0.3437 1.061 -2.025 -0.281
C -0.7215 -0.1556 0.4890 -1.558 1.211 0.585
O -1.8425 -0.0852 -0.1086 -0.391 -1.043 -0.888
H 1.0744 -1.3738 0.1713 1.004 0.056 1.026
H -2.8083 1.0082 -2.0728 -0.045 -0.048 0.174
H 0.4866 -0.3918 -1.3499 0.347 0.289 -0.145
H 2.4161 -0.0837 0.8361 -0.268 -0.241 0.258
H 0.1629 1.7264 -0.4580 -0.736 0.415 0.477
H 0.7332 1.2204 1.2600 0.500 0.437 0.034
H -3.4706 1.3003 -2.2558 0.011 0.044 -0.137
H -0.6928 -0.7495 1.4168 0.461 0.256 0.413
```
Positions in Å, forces in eV/Å.



Record 2
Below is the ion C3H8NO with charge -1 in a non-equilibrium geometry, with properties calculated with ωB97M-V/def2-TZVPD.

HOMO: -2.3 eV
2S+1: 1
Relative energy (zero: lowest compared OMol25 entry of this formula, charge and spin): 43.5 kJ/mol
LUMO level: 0.14991 Eh
Total charge: -1

Structure (XYZ):
```
13
Properties=species:S:1:pos:R:3:forces:R:3
C -0.5536 1.5694 -0.6817 -0.256 -0.511 -0.048
C 0.4221 0.4375 -0.3657 0.182 0.082 -0.687
N 0.2401 -0.1986 0.9078 -0.587 0.104 0.548
C 0.2781 -1.7390 0.7913 0.856 0.663 -1.109
O 0.0939 -2.4155 1.8684 -0.437 -0.144 0.375
H -0.2536 2.1079 -1.5833 0.221 0.286 0.192
H -1.5408 1.1644 -0.9366 0.006 -0.047 0.323
H -0.6543 2.2204 0.1851 -0.005 0.319 -0.110
H 0.3392 -0.2714 -1.2179 0.048 -0.137 0.271
H 1.4388 0.8293 -0.4087 0.250 0.150 -0.180
H -0.6867 0.0364 1.2575 0.008 -0.187 0.069
H -0.4155 -1.8909 -0.1037 -0.340 -0.414 0.227
H 1.2923 -1.8499 0.2876 0.053 -0.164 0.128
```
Positions in Å, forces in eV/Å.



Record 3
Below is the ion C3H8NO with charge +1 in a non-equilibrium geometry, with properties calculated with ωB97M-V/def2-TZVPD.

HOMO: -15.1 eV
2S+1: 1
Relative energy (zero: lowest compared OMol25 entry of this formula, charge and spin): 371.0 kJ/mol
LUMO level: -0.20043 Eh
Total charge: +1

Structure (XYZ):
```
13
Properties=species:S:1:pos:R:3:forces:R:3
C 1.0411 -0.5328 0.0143 5.682 1.014 0.619
C 2.3322 0.3109 -0.1840 -0.715 -3.853 -2.190
C -2.2703 0.3686 -0.0647 0.908 0.531 2.178
N -1.2359 -0.6847 -0.2947 -0.657 2.576 -0.757
O 0.0083 0.0405 -0.1401 -3.961 0.692 -1.059
H 1.0841 -1.5140 0.3912 -0.080 -1.629 0.029
H 3.2157 -0.3878 -0.4809 -1.423 1.573 1.182
H 2.1324 0.9912 -0.9771 -0.221 0.224 -1.307
H 2.3692 1.0083 0.5704 0.962 1.000 2.600
H -2.6059 0.5688 0.9803 1.019 -0.480 -0.154
H -1.9064 1.3505 -0.4231 -0.208 -0.923 -0.358
H -3.1816 0.0752 -0.4644 -1.338 -0.628 -1.666
H -1.2175 -1.5925 0.1377 0.030 -0.097 0.883
```
Positions in Å, forces in eV/Å.



Record 4
Below is the ion C3H8NO with charge +1 in a non-equilibrium geometry, with properties calculated with ωB97M-V/def2-TZVPD.

HOMO: -16.8 eV
2S+1: 1
Relative energy (zero: lowest compared OMol25 entry of this formula, charge and spin): 373.2 kJ/mol
LUMO level: -0.19201 Eh
Total charge: +1

Structure (XYZ):
```
13
Properties=species:S:1:pos:R:3:forces:R:3
C -0.2818 1.1808 0.6851 -3.518 1.044 1.937
N 0.2620 0.0534 0.1356 3.440 -4.239 -1.921
C -0.4290 -1.2967 0.3515 -0.034 1.259 0.409
C 1.2615 0.2243 -0.8311 2.765 0.774 -1.830
O 1.8601 -0.0848 0.4331 -3.213 0.797 -0.668
H 0.0326 2.1480 0.2653 0.268 -0.637 0.588
H -1.4148 1.0588 0.5618 1.387 0.409 0.020
H -0.1148 0.8864 1.7151 -0.167 1.716 0.945
H 0.0515 -2.1367 -0.0751 1.340 -0.306 -0.731
H -0.4458 -1.4992 1.4316 -0.587 0.460 -0.370
H -1.3623 -1.2202 -0.2005 -0.417 0.185 0.611
H 1.5012 -0.5587 -1.5754 -0.773 0.455 0.309
H 1.4340 1.3071 -1.2094 -0.490 -1.918 0.701
```
Positions in Å, forces in eV/Å.



Values for HOMO-LUMO gap, eV, ordered as above
6.93, 6.37, 9.69, 11.60
Values for molar mass, g mol⁻¹, ordered as above
74.10, 74.10, 74.10, 74.10